# C21H19BrF5N3RuS

A structure of composition C21H19BrF5N3RuS (ωB97M-V with the def2-TZVPD basis set, the Open Molecules 2025 dataset).

Each line ends with the natural charge from an NBO analysis.
CARTESIAN COORDINATES (ANGSTROEM)
Ru 0.36806 -0.74284 -0.78518  0.66
Br 2.75588 -1.04332 -0.80240  0.39
C 3.17091 0.76890 -1.28698  -0.08
C 4.45088 1.22563 -1.32038  -0.19
C 4.65368 2.55483 -1.75088  -0.18
C 3.59584 3.32604 -2.14796  -0.12
C 2.27376 2.81930 -2.12963  -0.10
C 1.16294 3.57027 -2.58580  -0.05
C -0.10596 3.04596 -2.59714  -0.23
C -0.33688 1.74373 -2.13090  -0.15
C 0.71225 0.98649 -1.62633  -0.19
C 2.04588 1.50213 -1.66946  -0.03
H 5.28981 0.60331 -1.03845  0.26
H 5.65968 2.94949 -1.77503  0.26
H 3.76098 4.33954 -2.49055  0.25
H 1.33216 4.57683 -2.94907  0.25
H -0.93360 3.63060 -2.97458  0.25
H -1.34372 1.35080 -2.16460  0.24
F -5.50059 -3.72658 -2.32234  -0.24
C -4.21432 -3.47680 -2.22350  0.31
C -3.78404 -2.19678 -1.88638  0.29
F -4.64614 -1.21373 -1.67871  -0.26
C -2.43135 -1.97993 -1.78402  0.30
F -1.95667 -0.72122 -1.52693  -0.32
C -1.48820 -2.95650 -2.00586  -0.35
S 0.23227 -2.61402 -1.82321  0.32
C -1.93105 -4.22622 -2.35062  0.36
F -1.05680 -5.19752 -2.56091  -0.26
C -3.28850 -4.48718 -2.45751  0.34
F -3.70406 -5.69626 -2.77106  -0.25
C -0.97890 1.89721 2.76522  -0.41
N -1.13090 0.53925 2.21810  -0.41
C -2.13418 0.41695 1.17838  -0.41
C -0.08826 -0.31375 2.25376  0.68
N 0.30788 -1.02526 1.17088  -0.79
N 0.56630 -0.48428 3.40351  -0.37
C 1.87559 -1.13596 3.44958  -0.43
C -0.05685 -0.26103 4.71314  -0.42
H -0.73480 2.59114 1.95742  0.21
H -0.18761 1.93513 3.50512  0.23
H -1.91112 2.20933 3.23170  0.23
H -2.89790 1.16884 1.36332  0.25
H -2.60844 -0.56338 1.20058  0.23
H -1.74113 0.60564 0.18009  0.17
H 0.95006 -1.75965 1.43900  0.40
H 2.51200 -0.77764 2.64180  0.22
H 1.79160 -2.22524 3.40666  0.22
H 2.34980 -0.87851 4.39275  0.25
H -1.08478 0.06249 4.60109  0.23
H 0.50364 0.48376 5.27724  0.23
H -0.04514 -1.19999 5.26700  0.23

Computed properties:
LUMO energy = -8.2 eV
2S+1 = 1
E = -4541.6863 a.u.
Charge = +2
Strongest force on any atom = 0.01393 Eh/bohr


# C4H16O3S

A cluster of 4 separate species, C4H16O3S in total (ωB97M-V with the def2-TZVPD basis set, the Open Molecules 2025 dataset).

Each line ends with the natural charge from an NBO analysis.
CARTESIAN COORDINATES (ANGSTROEM)
C 0.31074 0.80578 -2.33910  -0.61
C 0.62253 0.79133 -0.80405  -0.40
C -0.30699 1.63300 0.03865  -0.44
C -0.91467 0.93025 1.25118  -0.52
S -0.82761 1.63496 2.92014  -0.04
H -0.42404 1.57813 -2.53874  0.20
H 1.19248 1.12452 -2.84199  0.21
H 0.06102 -0.16902 -2.74147  0.21
H 1.66857 1.05622 -0.70965  0.21
H 0.56959 -0.23625 -0.47801  0.20
H -1.12303 2.07265 -0.55180  0.21
H 0.04257 2.61931 0.37006  0.22
H -0.41104 -0.02899 1.36194  0.22
H -1.93129 0.57094 1.11010  0.21
H 0.41915 2.12255 2.92156  0.12
O 2.57138 0.00036 1.53967  -0.94
H 3.01667 -0.84567 1.50521  0.47
H 3.27685 0.62680 1.35078  0.47
O -2.51618 -2.17745 -0.97099  -0.93
H -1.77658 -1.55288 -0.97011  0.47
H -3.17177 -1.67227 -0.47914  0.47
O 0.17512 -3.45995 0.58299  -0.94
H 0.09155 -4.36693 0.26705  0.47
H -0.61502 -3.05739 0.20568  0.47

Computed properties:
LUMO energy = 0.5 eV
2S+1 = 1
E = -785.8646 a.u.
Strongest force on any atom = 0.04441 Eh/bohr
SMILES string = CCCCS.O.O.O


# C6H10O2

The molecule C6H10O2 (ωB97M-V with the def2-TZVPD basis set, the Open Molecules 2025 dataset).

Each line ends with the natural charge from an NBO analysis.
CARTESIAN COORDINATES (ANGSTROEM)
O 2.51408 -0.54733 -0.11197  -0.72
C 1.33909 -0.17286 -0.73309  -0.06
C 0.35734 0.43389 0.32163  -0.16
C -0.38269 -0.77160 0.98232  -0.42
C -1.35562 -1.16386 -0.16096  -0.11
O -1.34047 -0.17498 -1.15270  -0.50
C -1.00332 0.89472 -0.21014  0.09
C -0.08385 1.89914 0.08832  -0.39
H 3.07632 0.28465 0.23551  0.47
H 1.39985 0.46333 -1.65284  0.16
H 0.87276 -1.19528 -1.05250  0.18
H 0.43840 -1.55014 1.06850  0.22
H -0.84932 -0.65700 1.91995  0.22
H -1.08961 -2.16094 -0.55961  0.19
H -2.33963 -1.29815 0.20807  0.17
H -1.80906 0.82944 0.65045  0.16
H 0.60973 2.27791 -0.73681  0.24
H -0.35399 2.60906 0.89589  0.24

Computed properties:
LUMO energy = 0.8 eV
2S+1 = 1
E = -384.8962 a.u.
Strongest force on any atom = 0.08374 Eh/bohr
SMILES string = OC[C@]12CCO[C@@H]1C2


- Which of these has the lowest strongest force on any atom?
  C21H19BrF5N3RuS


- Among the records above, which one has the lowest LUMO energy?
  C21H19BrF5N3RuS